The following is a quantum chemistry calculation of a molecular structure, C6H8N2O, from the OMol25 dataset.

Atoms and positions in Å:
C -0.84854 1.04770 -0.28254
C 0.60625 1.72932 -0.07684
C 1.31983 0.46772 0.65087
C 0.39593 -1.22623 -0.17801
C -1.13360 -1.55441 -0.05241
C 0.20735 -0.47516 1.12265
H -0.98311 0.76544 -1.35306
H -1.44281 1.96015 -0.02648
H 0.87172 1.78701 -1.28007
H 0.81285 2.64158 0.61820
H 0.34699 -0.58541 -0.97895
H -1.63832 -1.59485 -1.15575
H -1.81823 -2.16517 0.55798
H 0.39204 -0.89552 2.18131
N 2.23827 -0.18466 0.10370
N -1.11293 -0.23889 0.50693
O 1.78631 -1.47861 -0.35753

Calculated values
* gap between HOMO and LUMO: 8.8 eV
* LUMO level: 0.30 eV
* relative energy (zero: lowest compared OMol25 entry of this formula, charge and spin): 928.4 kJ/mol
* highest occupied orbital energy: -0.314 Ha

These are the natural (NBO) partial charges, in e, on atoms 1 to 4: -0.239 -0.457 0.184 0.086

The following is a quantum chemistry calculation of a single C6H8N2O molecule, from the OMol25 dataset.

Atoms and positions in Å:
O -0.48716 1.82664 -2.72950
C -0.06667 1.08371 -1.80248
C 0.81450 -0.16019 -2.04129
C 1.13224 -0.63959 -0.71877
C 0.59527 0.36315 0.33231
C 0.32970 -0.42515 1.57881
C -1.30373 -0.33593 1.59721
N -0.52225 -1.72260 1.27208
N -0.58415 0.99732 -0.45975
H 1.06300 -0.59469 -3.09046
H 2.03896 -1.23961 -0.26068
H 1.13203 1.31508 0.61434
H 1.26772 -0.21729 2.35557
H -1.85268 -0.30227 2.63179
H -1.80166 0.16674 0.61649
H -0.58870 -1.87628 0.14210
H -1.16643 1.76097 -0.03775

Calculated values
* gap between HOMO and LUMO: 9.4 eV
* SMILES: O=C1C=C[C@H]([C@H]2CN2)N1
* LUMO level: -0.12 eV
* relative energy (zero: lowest compared OMol25 entry of this formula, charge and spin): 550.0 kJ/mol
* highest occupied orbital energy: -0.349 Ha

These are the natural (NBO) partial charges, in e, on atoms 1 to 4: -0.583 0.628 -0.266 -0.189

The following is a quantum chemistry calculation of a molecular structure, C6H8N2O, from the OMol25 dataset.

Atoms and positions in Å:
C -0.58070 1.90592 0.16120
C -0.71478 0.46179 -0.09109
C -1.98319 -0.05387 -0.35860
C -1.87318 -1.36042 -0.01550
C 0.18789 -0.57420 -0.17821
C 2.62991 0.07831 -0.18128
H -0.15863 2.12547 1.22363
H 0.27603 2.46660 -0.51953
H -1.35625 2.70369 0.26998
H -2.97592 0.43806 -0.54485
H -2.46727 -2.09366 0.30193
H -0.19315 -2.45504 0.14103
H 1.97916 -1.87779 0.85643
H 2.21610 1.07126 -0.98981
N -0.51493 -1.65280 -0.14725
N 1.67724 -0.93767 0.25888
O 3.85168 -0.24565 -0.18695

Calculated values
* gap between HOMO and LUMO: 8.7 eV
* LUMO level: 0.64 eV
* relative energy (zero: lowest compared OMol25 entry of this formula, charge and spin): 455.2 kJ/mol
* highest occupied orbital energy: -0.294 Ha

These are the natural (NBO) partial charges, in e, on atoms 1 to 4: -0.644 -0.158 -0.255 -0.072

The following is a quantum chemistry calculation of 2 unconnected molecules or ions with the total composition C6H8N2O2, from the OMol25 dataset.

Atoms and positions in Å:
O -2.83053 -0.29877 -0.04611
C -1.75485 0.16205 0.24599
C -0.67415 -0.75269 0.73564
C 0.47633 -0.18889 0.91942
N 0.71788 1.26312 0.80471
C -0.35480 2.11386 0.91515
O -0.28429 3.28323 1.08232
N -1.58248 1.55455 0.41217
H -0.78047 -1.90915 1.00687
H 1.21898 -0.83968 1.16258
H 1.66157 1.66394 1.17481
H -2.40062 2.24626 0.25218
C 0.99223 -1.47598 -0.82389
C 1.28507 -1.09000 -2.03754
H 1.64769 -1.78603 -0.03973
H -0.05085 -1.97712 -0.63646
H 2.34050 -0.77208 -2.43393
H 0.37278 -1.19663 -2.69417

Calculated values
* gap between HOMO and LUMO: 9.2 eV
* SMILES: O=c1cc[nH]c(=O)[nH]1.C=C
* LUMO level: 0.28 eV
* relative energy (zero: lowest compared OMol25 entry of this formula, charge and spin): 380.4 kJ/mol
* highest occupied orbital energy: -0.327 Ha

These are the natural (NBO) partial charges, in e, on atoms 1 to 4: -0.576 0.637 -0.332 0.038

The following is a quantum chemistry calculation of 3 unconnected molecules or ions with the total composition C6H8N2O2, from the OMol25 dataset.

Atoms and positions in Å:
C -1.29065 0.74399 -1.69202
C -0.06823 1.03855 -0.86867
N -0.01427 0.77644 0.57491
C -0.66708 -0.84201 0.98779
O -1.79681 -1.13355 1.26357
C 0.25004 -1.39852 -0.09058
C 0.85469 -0.01527 -0.36289
C 2.28969 0.19161 -0.35123
N 3.42767 0.35990 -0.23725
H -1.75246 -0.22303 -1.45944
H -2.03785 1.53096 -1.52360
H -1.02195 0.73965 -2.75645
H 0.43405 1.97262 -1.13199
H 0.98086 -2.08361 0.35499
H -0.27987 -1.83388 -0.94522
H 0.59897 0.75927 2.08238
O 0.41939 -0.33931 2.77645
H -0.32621 -0.24381 3.37925

Calculated values
* gap between HOMO and LUMO: 10.4 eV
* LUMO level: 0.47 eV
* relative energy (zero: lowest compared OMol25 entry of this formula, charge and spin): 480.9 kJ/mol
* highest occupied orbital energy: -0.364 Ha

These are the natural (NBO) partial charges, in e, on atoms 1 to 4: -0.632 -0.033 -0.522 0.824

The following is a quantum chemistry calculation of a single C6H8N2O2 molecule, from the OMol25 dataset.

Atoms and positions in Å:
C 0.70949 -1.23505 2.49200
C 0.80954 -0.95959 1.29430
C 0.82798 -0.56699 -0.04716
N -0.36810 0.71071 -0.13275
O 0.03954 2.00860 0.26350
C -1.63364 0.35263 -0.13055
N -2.59158 1.38052 0.19680
O -2.05971 -0.70883 -0.53119
C 0.87600 -1.30983 -1.35026
C 1.88409 -0.23033 -1.01210
H 0.55622 -1.31104 3.53780
H 0.64646 1.83246 0.97068
H -2.23463 2.21035 -0.19717
H -3.57075 1.19567 0.13506
H 0.12720 -1.24847 -2.02781
H 1.01465 -2.39495 -1.21171
H 2.99116 -0.46422 -0.67623
H 1.97609 0.73836 -1.57321

Calculated values
* gap between HOMO and LUMO: 9.9 eV
* SMILES: C#CC1(N(O)C(N)=O)CC1
* LUMO level: 0.72 eV
* relative energy (zero: lowest compared OMol25 entry of this formula, charge and spin): 599.3 kJ/mol
* highest occupied orbital energy: -0.339 Ha

These are the natural (NBO) partial charges, in e, on atoms 1 to 4: -0.157 -0.064 0.061 -0.179

The following is a quantum chemistry calculation of 2 unconnected molecules or ions with the total composition C6H8N2O2, from the OMol25 dataset.

Atoms and positions in Å:
C -2.87087 -0.54230 0.78256
C -2.87294 -1.52492 -0.12519
C -2.16358 0.33768 -0.99413
C 1.47879 -1.96060 -1.14304
C 0.77146 -1.07562 -0.10350
C 1.38011 0.77641 1.40254
N -2.39799 0.63884 0.22078
N -2.36126 -0.99144 -1.25329
O 1.87866 -2.08978 0.04819
O 1.22426 0.24449 0.05774
H -3.12841 -0.68181 1.81128
H -3.15909 -2.59085 -0.08854
H -1.68787 1.13520 -1.65442
H -2.46266 -1.27008 -2.28722
H -0.06854 -1.41796 0.54378
H 2.15931 0.11901 1.95226
H 0.58472 0.64901 2.08519
H 1.74920 1.86809 1.25950

Calculated values
* gap between HOMO and LUMO: 10.0 eV
* LUMO level: 0.75 eV
* relative energy (zero: lowest compared OMol25 entry of this formula, charge and spin): 527.8 kJ/mol
* highest occupied orbital energy: -0.340 Ha

These are the natural (NBO) partial charges, in e, on atoms 1 to 4: -0.123 -0.109 0.164 0.298

The following is a quantum chemistry calculation of a single C6H8N2O2 molecule, from the OMol25 dataset.

Atoms and positions in Å:
C -3.47733 -0.02220 -0.18280
C -2.39384 -0.43962 0.15755
C -1.07315 -0.92941 0.49813
N -0.40064 -0.35069 1.66012
C 0.13252 -0.05236 0.35784
C 1.45649 -0.64467 -0.10601
N 2.43738 0.42623 0.01138
C -0.03488 1.38108 -0.10868
O -0.22620 2.33477 0.60177
O 0.05740 1.57944 -1.52534
H -4.46921 0.31467 -0.42849
H -0.90697 -1.98941 0.28490
H 0.17101 -1.03881 2.14582
H 1.36387 -1.01259 -1.14320
H 1.71419 -1.47962 0.55753
H 3.38945 0.08002 0.06042
H 2.34578 1.09211 -0.83946
H -0.08586 0.75106 -2.00148

Calculated values
* gap between HOMO and LUMO: 10.3 eV
* SMILES: C#C[C@@H]1N[C@]1(CN)C(=O)O
* LUMO level: 0.49 eV
* relative energy (zero: lowest compared OMol25 entry of this formula, charge and spin): 349.0 kJ/mol
* highest occupied orbital energy: -0.360 Ha

These are the natural (NBO) partial charges, in e, on atoms 1 to 4: -0.190 -0.048 -0.148 -0.519

The following is a quantum chemistry calculation of a gas-phase ion, C6H8N2O2P (charge -1), from the OMol25 dataset.

Atoms and positions in Å:
C 2.34428 2.14829 0.08612
C 1.19243 1.50883 0.06121
N 1.12765 0.14708 -0.11478
C 2.09935 -0.79422 -0.12640
C 1.45696 -1.97759 -0.23629
N 0.10634 -1.86075 -0.12082
C -0.19167 -0.64431 0.04797
P -1.78649 0.46004 0.11244
C -3.09782 -0.90166 0.11172
O -1.73486 1.12300 1.41382
O -1.82848 1.35083 -1.04610
H 2.27606 3.18527 0.14419
H 3.23408 1.49065 -0.15713
H 0.17891 1.82845 0.10996
H 3.18303 -0.66786 -0.12064
H 1.76546 -3.02987 -0.40056
H -3.83501 -0.38773 -0.52009
H -2.92932 -1.91572 -0.36723
H -3.56089 -1.06274 1.12260

Calculated values
* gap between HOMO and LUMO: 8.4 eV
* SMILES: C=Cn1ccnc1[P@@](C)(=O)[O-]
* LUMO level: 3.69 eV
* relative energy (zero: lowest compared OMol25 entry of this formula, charge and spin): 196.5 kJ/mol
* charge: -1
* highest occupied orbital energy: -0.173 Ha

These are the natural (NBO) partial charges, in e, on atoms 1 to 4: -0.534 0.048 -0.406 -0.096

The following is a quantum chemistry calculation of a gas-phase ion, C6H8N2O2PS2 (charge +1), from the OMol25 dataset.

Atoms and positions in Å:
N -2.48099 -2.65056 0.51022
C -2.77451 -1.56551 0.41659
O -2.68202 -0.23099 0.42182
C -1.56556 0.17817 -0.35881
C -1.67182 1.42155 -1.26960
S -0.13130 1.04227 -2.22851
C 0.66588 0.57641 -0.66163
C 2.17376 0.67017 -0.49811
C 2.72310 -0.82188 -0.36540
O 2.91549 -1.33216 0.67511
N -0.19898 0.17274 0.24337
P 0.07102 -0.32728 1.93802
S 1.47993 0.63082 2.84271
H -1.47211 -0.65310 -1.10839
H -2.57166 1.30613 -1.90216
H -1.63774 2.42128 -0.79050
H 2.48764 1.31270 0.35097
H 2.64399 1.11684 -1.40456
H 2.87890 -1.37411 -1.32721
H -1.21089 -0.17485 2.54484
H 0.35786 -1.71862 1.97125

Calculated values
* gap between HOMO and LUMO: 7.3 eV
* LUMO level: -5.49 eV
* charge: +1
* highest occupied orbital energy: -0.470 Ha

These are the natural (NBO) partial charges, in e, on atoms 1 to 4: -0.306 0.504 -0.461 0.244

The following is a quantum chemistry calculation of 2 unconnected molecules or ions with the total composition C6H8N2O2S, from the OMol25 dataset.

Atoms and positions in Å:
C -0.30380 -3.14847 0.36764
C -1.39853 -1.00946 0.71851
C 0.34311 -1.25245 -0.92089
C 0.60116 -0.05123 -0.05344
C -0.84113 -1.96957 -0.29275
C -0.87722 1.17761 1.62423
N 0.36945 -3.99425 0.72337
N -0.63884 0.03763 0.73725
O -3.58822 -0.73995 -1.42226
O -3.24640 1.20424 0.02053
S -3.77373 -0.16245 -0.08152
H -0.04956 -1.17901 -2.00128
H 1.28993 -1.83231 -0.80062
H 1.48334 -0.10537 0.56958
H 0.81057 0.78488 -0.68713
H -1.70236 -2.15941 -0.91591
H -1.13949 0.94339 2.62603
H 0.12011 1.58861 1.70266
H -1.62826 1.74135 1.05636

Calculated values
* gap between HOMO and LUMO (alpha / beta): 8.4 / 8.4 eV
* LUMO level (alpha / beta): -0.89 / -0.89 eV
* relative energy (zero: lowest compared OMol25 entry of this formula, charge and spin): 380.0 kJ/mol
* highest occupied orbital energy (alpha / beta): -0.341 / -0.341 Ha

These are the natural (NBO) partial charges, in e, on atoms 1 to 4: 0.298 0.152 -0.421 -0.251

The following is a quantum chemistry calculation of a single C6H8N2O2S molecule, from the OMol25 dataset.

Atoms and positions in Å:
H 0.26916 1.36966 3.02478
N 0.50900 1.67409 2.09622
C 0.36868 0.81935 1.19758
C 0.02315 -0.61228 1.37446
C 1.20321 -1.51088 0.94408
O 1.80811 -2.29178 1.66660
S 1.58114 -1.24542 -0.83053
C 0.64025 0.21625 -1.23590
C -0.75200 -0.22293 -1.72029
N -1.73092 -0.15439 -0.93292
O -3.04134 -0.44369 -1.25561
C 0.75693 1.28639 -0.08562
H -0.09509 -0.90000 2.49776
H -0.83223 -0.98038 0.66885
H 1.23869 0.60223 -1.98392
H -0.83914 -0.50193 -2.76602
H -3.31726 -0.77356 -2.11831
H 1.85833 1.34219 -0.12853
H 0.35134 2.32708 -0.41268

Calculated values
* gap between HOMO and LUMO: 10.2 eV
* SMILES: [H]/N=C1\CC(=O)S[C@@H](/C=N/O)C1
* LUMO level: 0.46 eV
* relative energy (zero: lowest compared OMol25 entry of this formula, charge and spin): 389.4 kJ/mol
* highest occupied orbital energy: -0.356 Ha

These are the natural (NBO) partial charges, in e, on atoms 1 to 4: 0.337 -0.587 0.280 -0.615

Quick rundown of molecular weight, same order as above: 124.14 124.14 124.14 140.14 140.14 140.14 140.14 140.14 171.12 235.25 172.21 172.21 g mol⁻¹
Quick rundown of total energy, same order as above: -11369.725 -11373.647 -11374.629 -13423.431 -13422.389 -13421.162 -13421.903 -13423.756 -22717.457 -44375.829 -24258.835 -24258.737 eV
Quick rundown of largest force on an atom, same order as above: 5.48 4.83 6.02 4.82 4.17 5.88 4.52 2.55 4.81 4.30 2.55 5.00 eV/Å